(1)
{"formula": "C9H10B3F20LiO4", "method": "ωB97M-V/def2-TZVPD", "fmax_ev_per_a": 1.4, "lumo_energy_ev": 3.950, "de_lowest_kj_mol": 0.0, "mol_weight_g_mol": 601.5, "orbital_gap_ev": 9.6, "charge": -2, "total_energy_ev": -74294.870, "elements": ["Li", "B", "F", "F", "F", "F", "B", "F", "F", "F", "F", "B", "F", "F", "F", "F", "C", "C", "C", "O", "C", "O", "O", "H", "H", "H", "H", "H", "H", "C", "C", "C", "F", "F", "F", "F", "O", "C", "C", "F", "F", "F", "F", "H", "H", "H", "H"], "positions_angstrom": [[0.909, 0.426, -1.163], [1.967, 1.976, -3.383], [1.030, 0.918, -3.135], [1.277, 3.203, -3.259], [2.984, 1.913, -2.419], [2.487, 1.831, -4.677], [1.615, 2.055, 0.851], [0.388, 2.019, 0.124], [2.414, 3.164, 0.583], [1.263, 2.052, 2.230], [2.321, 0.897, 0.479], [2.539, -2.257, -1.933], [3.203, -3.135, -1.053], [1.953, -1.213, -1.161], [3.432, -1.763, -2.880], [1.488, -2.947, -2.597], [-4.900, -0.975, -3.593], [-3.413, -1.090, -3.759], [-2.702, 0.130, -4.412], [-1.725, 0.504, -3.480], [-1.791, -0.278, -2.385], [-1.101, -0.148, -1.428], [-2.739, -1.231, -2.513], [-5.405, -0.752, -4.535], [-5.162, -0.206, -2.863], [-5.328, -1.918, -3.246], [-3.178, -1.983, -4.344], [-3.415, 0.945, -4.550], [-2.311, -0.191, -5.375], [0.619, -0.873, 3.950], [-0.693, -1.319, 3.359], [-1.011, -0.532, 2.081], [-2.045, -1.124, 1.427], [-1.392, 0.740, 2.301], [-0.594, -2.622, 2.989], [-1.678, -1.232, 4.289], [0.447, 0.481, 4.332], [1.332, 1.030, 5.184], [2.790, 0.989, 4.705], [3.533, 1.795, 5.505], [3.286, -0.279, 4.828], [0.975, 2.308, 5.346], [1.263, 0.434, 6.424], [1.430, -0.993, 3.229], [0.843, -1.510, 4.812], [-0.109, -0.519, 1.456], [2.905, 1.279, 3.659]], "forces_ev_per_a": [[0.45, 0.11, -0.38], [0.28, 0.37, 0.17], [0.00, -0.07, 0.36], [0.03, -0.15, -0.20], [-0.29, -0.08, -0.23], [-0.11, 0.05, 0.01], [0.29, 0.57, 0.11], [0.21, -0.05, -0.27], [-0.52, -0.06, 0.09], [0.35, -0.27, -0.15], [-0.31, -0.28, 0.36], [-0.05, -0.49, -0.41], [-0.09, 0.02, 0.02], [-0.21, 0.20, 0.02], [-0.08, 0.08, 0.19], [0.08, 0.05, 0.17], [-0.53, -0.13, 0.35], [0.62, -0.09, -0.67], [-1.23, -0.67, 0.18], [0.10, -0.06, 0.07], [0.45, 0.13, -0.15], [0.03, -0.11, 0.21], [-0.28, 0.18, 0.15], [0.22, 0.12, -0.09], [0.07, 0.07, -0.07], [0.11, 0.02, 0.11], [-0.04, -0.04, 0.07], [0.14, 0.14, -0.06], [0.51, 0.37, 0.05], [0.45, -0.26, 0.54], [-0.03, 0.48, -0.30], [-0.20, 0.40, -0.76], [0.10, -0.26, 0.12], [0.01, -0.20, 0.51], [0.14, -0.11, 0.16], [-0.11, 0.01, -0.11], [-0.26, -0.12, 0.24], [0.11, -0.12, -0.13], [0.47, -0.04, -0.30], [0.01, -0.06, 0.04], [-0.15, -0.01, 0.23], [-0.05, 0.04, 0.06], [0.03, 0.03, -0.13], [-0.13, 0.08, -0.18], [-0.09, 0.06, 0.02], [-0.24, -0.10, -0.12], [-0.28, 0.25, 0.07]], "lowdin_charge": [0.717, -1.223, 0.044, 0.079, 0.114, 0.091, -1.234, 0.064, 0.127, 0.090, 0.090, -1.219, 0.075, 0.034, 0.115, 0.060, -0.040, -0.321, -0.088, 0.097, -0.521, 0.141, 0.103, 0.082, 0.093, 0.081, 0.148, 0.128, 0.133, -0.057, -0.446, -0.294, 0.083, 0.112, 0.117, 0.120, 0.046, -0.559, -0.258, 0.083, 0.071, 0.166, 0.109, 0.156, 0.150, 0.171, 0.169]}


(2)
{"formula": "C9H10BrClNO", "method": "ωB97M-V/def2-TZVPD", "fmax_ev_per_a": 4.6, "lumo_energy_ev": -3.733, "mol_weight_g_mol": 263.5, "orbital_gap_ev": 8.8, "charge": 1, "total_energy_ev": -95589.273, "smiles": "Clc1ccccc1[C@H]1C[NH2+][C@H](Br)O1", "elements": ["C", "C", "C", "C", "C", "C", "C", "C", "C", "N", "O", "Cl", "Br", "H", "H", "H", "H", "H", "H", "H", "H", "H", "H"], "positions_angstrom": [[0.254, 0.974, 2.886], [-0.738, 0.254, 3.575], [0.551, 0.670, 1.544], [-1.418, -0.767, 2.905], [-0.073, -0.448, 0.909], [-1.062, -1.076, 1.614], [-0.640, -0.945, -1.704], [0.367, -0.933, -0.458], [1.638, -0.589, -2.191], [0.315, -0.637, -2.839], [1.410, -0.088, -0.926], [-1.788, -2.548, 0.870], [2.461, -2.452, -2.313], [0.574, 1.931, 3.276], [-1.148, 0.726, 4.494], [1.523, 1.035, 1.139], [-2.057, -1.516, 3.525], [-1.063, -1.930, -1.558], [-1.296, -0.181, -1.606], [0.843, -1.875, -0.356], [2.231, 0.009, -2.837], [0.329, -1.529, -3.511], [0.083, 0.208, -3.420]], "forces_ev_per_a": [[-1.46, 0.10, -1.03], [-0.64, 1.54, -0.72], [1.34, -1.59, 0.37], [-0.36, -1.65, 2.34], [0.59, 1.87, -0.12], [-0.67, -1.82, -0.30], [2.81, -1.50, 2.40], [-0.70, 1.44, 0.34], [1.03, 0.20, 0.66], [-1.57, -3.71, -2.17], [0.95, -0.50, -2.05], [0.24, 0.81, 0.40], [-0.59, 1.19, 0.12], [0.59, -0.29, 0.30], [0.60, -1.03, -0.36], [-1.30, 0.23, -0.05], [0.74, 1.73, -1.47], [-0.36, -0.19, -1.47], [-2.25, 2.19, 0.15], [-0.14, -1.32, 0.19], [1.06, 0.65, 0.15], [-0.10, 2.48, 1.40], [0.18, -0.81, 0.93]], "lowdin_charge": [-0.057, -0.058, 0.002, -0.100, -0.186, -0.545, -0.013, -0.288, -0.592, 0.063, -0.053, 0.699, 0.781, 0.110, 0.128, 0.131, 0.152, 0.097, 0.106, 0.086, 0.115, 0.207, 0.214]}


(3)
{"formula": "C9H10BrN3O4Pd", "method": "ωB97M-V/def2-TZVPD", "fmax_ev_per_a": 6.2, "lumo_energy_ev": 4.341, "de_lowest_kj_mol": 430.4, "mol_weight_g_mol": 410.5, "orbital_gap_ev": 4.4, "charge": -2, "total_energy_ev": -95673.810, "elements": ["Pd", "N", "C", "C", "O", "N", "C", "C", "O", "O", "H", "H", "H", "H", "H", "H", "Br", "C", "C", "C", "N", "C", "C", "H", "H", "H", "H", "O"], "positions_angstrom": [[-0.322, 0.686, -1.048], [-0.370, 2.735, -0.957], [0.962, 3.215, -0.538], [1.703, 2.111, 0.251], [2.591, 2.574, 1.067], [1.378, 0.878, 0.024], [0.594, 0.825, 2.777], [-0.616, 1.003, 3.533], [-1.280, 1.048, 4.531], [-2.077, 0.521, -2.034], [-0.722, 3.137, -1.816], [-1.069, 2.872, -0.236], [0.897, 4.144, 0.039], [1.548, 3.415, -1.439], [1.319, 1.624, 2.624], [0.929, -0.153, 2.466], [-0.603, -5.991, -1.052], [-0.499, -4.045, -1.052], [-1.520, -3.296, -1.585], [-1.434, -1.880, -1.583], [-0.316, -1.350, -1.033], [0.674, -2.077, -0.514], [0.630, -3.458, -0.499], [-2.389, -3.786, -2.009], [-2.116, -0.370, -1.981], [1.496, -1.496, -0.098], [1.434, -4.045, -0.079], [-0.822, 1.159, 2.242]], "forces_ev_per_a": [[0.47, -0.07, 0.07], [-0.18, -0.07, -0.03], [0.02, 0.07, -0.03], [0.19, -0.22, 0.19], [-0.05, 0.02, -0.02], [-0.10, 0.11, 0.05], [-0.05, 0.13, -0.32], [-0.35, 0.06, -0.18], [0.12, -0.01, 0.05], [0.19, 6.21, -0.39], [0.01, -0.01, 0.00], [0.04, 0.05, 0.03], [0.01, -0.03, 0.03], [-0.02, 0.03, -0.02], [0.01, -0.01, -0.08], [-0.04, -0.04, -0.03], [0.01, -0.02, 0.01], [-0.10, 0.12, -0.06], [0.42, -0.19, 0.20], [-0.07, -1.52, 0.06], [-0.06, 0.09, -0.05], [0.05, 0.14, 0.06], [0.07, -0.12, 0.03], [-0.01, 0.02, 0.00], [-0.89, -4.77, -0.12], [0.02, -0.01, -0.01], [0.01, 0.02, 0.01], [0.27, 0.00, 0.58]], "lowdin_charge": [0.825, -0.101, -0.218, -0.799, -0.228, -0.105, 0.042, -0.546, 0.072, -0.523, 0.074, 0.080, 0.085, 0.093, 0.076, 0.094, 0.550, -0.693, -0.187, -0.139, -0.128, -0.163, -0.162, 0.061, -0.273, 0.067, 0.077, 0.068]}